1.
The following is a DFT calculation (ωB97M-V with the def2-TZVPD basis set) of C35H41N4OPS4W as an isolated structure in a non-equilibrium geometry.

Calculated values
- Frontier orbital gap (spin up / spin down): 6.12 / 6.14 eV
- Net charge: +2
- ΔE to the lowest compared entry with this formula, charge and spin: 1.3 kcal per mole
- HOMO (spin up / spin down): -12.79 / -12.78 eV

Each line ends with the Löwdin charge.
CARTESIAN COORDINATES (ANGSTROEM)
W  0.168  0.250  1.040  1.0454
C  0.149  -2.439  2.707  -0.0680
N  0.098  -2.032  1.267  -0.2293
C  1.191  -2.713  0.537  -0.1198
C  2.466  -2.003  0.720  -0.2920
C  3.649  -2.685  0.868  0.0135
C  4.840  -1.975  0.860  -0.0069
C  4.781  -0.614  0.653  -0.0083
C  3.547  -0.002  0.537  -0.1965
N  2.377  -0.663  0.620  -0.0636
C  -1.183  -2.454  0.624  -0.1060
C  -2.286  -1.627  1.164  -0.2885
C  -3.496  -2.169  1.525  0.0193
C  -4.490  -1.337  2.010  -0.0005
C  -4.216  0.006  2.132  -0.0044
C  -2.977  0.478  1.756  -0.1407
N  -2.008  -0.309  1.254  -0.0417
C  -0.308  -1.382  3.655  -0.2420
C  -0.643  -1.705  4.952  0.0113
C  -1.011  -0.694  5.817  -0.0074
C  -1.047  0.610  5.343  -0.0064
C  -0.700  0.860  4.036  -0.1259
N  -0.309  -0.122  3.195  -0.0896
H  1.183  -2.676  2.944  0.1465
H  -0.428  -3.350  2.843  0.1460
H  0.944  -2.678  -0.518  0.1140
H  1.252  -3.755  0.838  0.1494
H  3.635  -3.767  0.963  0.1353
H  5.791  -2.484  0.989  0.1319
H  5.677  -0.007  0.588  0.1308
H  3.492  1.053  0.344  0.0679
H  -1.368  -3.516  0.768  0.1477
H  -1.080  -2.270  -0.439  0.1067
H  -3.653  -3.239  1.420  0.1372
H  -5.461  -1.737  2.292  0.1345
H  -4.951  0.708  2.514  0.1324
H  -2.748  1.521  1.848  0.0611
H  -0.611  -2.744  5.277  0.1375
H  -1.270  -0.921  6.849  0.1323
H  -1.338  1.438  5.981  0.1296
H  -0.711  1.860  3.637  0.0857
O  1.375  6.730  3.568  0.0119
C  1.181  5.640  3.130  -0.9370
S  2.265  4.236  3.455  1.0218
C  1.354  3.108  2.501  -1.1086
C  0.230  3.552  1.896  -1.1097
S  -0.670  2.498  0.929  0.6800
S  -0.224  5.221  2.090  1.0179
S  1.851  1.498  2.323  0.7597
C  2.126  2.178  -1.636  -0.1008
C  0.822  1.992  -2.431  -0.6346
C  1.195  1.671  -3.886  -0.0672
C  0.081  3.340  -2.395  -0.0899
P  -0.189  0.538  -1.670  1.0987
C  0.517  -0.908  -2.613  -0.3476
C  -0.103  -1.600  -3.663  -0.0877
C  0.550  -2.619  -4.353  -0.0465
C  1.850  -2.973  -4.025  -0.0540
C  2.494  -2.295  -2.996  -0.0557
C  1.831  -1.288  -2.304  -0.1495
C  -1.976  0.687  -2.282  -0.6393
C  -2.731  1.821  -1.574  -0.1048
C  -2.752  -0.613  -1.959  -0.0745
C  -2.070  0.990  -3.790  -0.0743
H  2.636  3.073  -2.014  0.1062
H  2.812  1.338  -1.777  0.0691
H  1.950  2.330  -0.575  0.0314
H  1.671  2.567  -4.307  0.1061
H  0.331  1.433  -4.512  0.0725
H  1.907  0.850  -3.964  0.0823
H  0.792  4.101  -2.735  0.1016
H  -0.243  3.631  -1.398  0.0356
H  -0.775  3.384  -3.064  0.0688
H  -1.108  -1.369  -3.974  0.0777
H  0.033  -3.130  -5.162  0.1203
H  2.359  -3.762  -4.574  0.1190
H  3.522  -2.542  -2.736  0.1161
H  2.359  -0.767  -1.529  0.0595
H  -2.774  1.682  -0.501  0.0142
H  -3.765  1.812  -1.946  0.1079
H  -2.315  2.810  -1.777  0.0680
H  -3.050  -0.641  -0.913  0.0541
H  -2.224  -1.536  -2.192  0.0620
H  -3.678  -0.615  -2.547  0.1071
H  -1.625  1.945  -4.055  0.0664
H  -3.136  1.056  -4.034  0.1028
H  -1.635  0.234  -4.439  0.0646


2.
The following is a DFT calculation (ωB97M-V with the def2-TZVPD basis set) of C35H41N8O7S3Si3Y as an isolated structure in a non-equilibrium geometry.

Calculated values
- Frontier orbital gap: 4.95 eV
- Net charge: -2
- HOMO: -1.62 eV

Each line ends with the Löwdin charge.
CARTESIAN COORDINATES (ANGSTROEM)
Y  8.900  12.978  10.983  1.4316
N  11.882  16.390  13.973  0.0138
C  11.719  15.236  13.312  -1.0540
S  12.693  13.908  13.616  0.4760
N  10.899  15.414  12.233  -0.0658
N  10.960  14.409  11.288  -0.0912
C  11.638  14.753  10.189  -0.1106
C  11.399  14.065  9.000  -0.2755
C  12.242  14.134  7.847  0.0041
C  11.955  13.312  6.708  -0.0445
C  10.809  12.473  6.774  -0.0412
C  10.067  12.453  7.948  -0.1194
N  10.356  13.222  8.968  0.0363
H  12.534  16.542  14.731  0.0739
H  11.426  17.171  13.426  0.1099
H  12.293  15.665  10.148  0.1413
H  13.108  14.818  7.798  0.1083
H  12.701  13.278  5.918  0.0936
H  10.542  11.771  5.993  0.0986
H  9.096  11.869  8.040  0.1047
C  7.003  7.922  12.785  -0.2001
Si  6.509  9.188  14.046  0.2936
C  5.322  10.297  13.186  -0.2067
C  5.350  8.220  15.174  -0.1955
C  7.991  9.993  14.822  -0.4427
Si  9.196  8.760  15.472  0.3199
C  9.580  7.160  14.530  -0.2004
C  10.932  9.523  15.555  -0.1768
C  8.906  8.061  17.171  -0.2195
Si  7.934  11.568  15.603  0.4422
C  6.248  12.475  15.896  -0.1857
C  8.746  11.856  17.322  -0.2001
C  8.637  13.109  14.590  -0.2582
C  9.375  13.985  15.341  -0.1195
C  9.056  15.355  15.335  -0.0682
C  8.288  15.820  14.276  -0.0865
C  7.795  14.884  13.348  -0.1787
N  8.028  13.530  13.407  -0.0239
H  6.977  6.883  13.176  0.0285
H  8.078  8.044  12.461  0.0213
H  6.367  8.009  11.893  0.0239
H  4.600  9.685  12.559  0.0487
H  5.913  11.004  12.588  0.0078
H  4.693  10.808  13.972  0.0304
H  4.517  8.854  15.458  0.0069
H  5.793  7.713  16.033  0.0073
H  4.879  7.412  14.628  0.0084
H  8.790  6.388  14.564  0.0235
H  10.546  6.670  14.933  0.0577
H  9.832  7.447  13.529  -0.0120
H  11.234  9.717  14.547  -0.0054
H  11.621  8.787  15.911  0.0018
H  11.106  10.442  16.198  0.0331
H  9.079  8.867  17.963  0.0276
H  9.566  7.144  17.314  0.0375
H  7.855  7.769  17.188  -0.0065
H  5.585  11.874  16.522  0.0169
H  5.684  12.726  14.997  0.0082
H  6.465  13.401  16.464  0.0228
H  8.393  11.032  18.040  0.0427
H  8.438  12.818  17.678  -0.0007
H  9.841  11.732  17.209  0.0089
H  10.012  13.583  16.125  0.0893
H  9.492  15.997  16.070  0.0926
H  7.941  16.815  14.241  0.0766
H  7.183  15.155  12.506  0.0389
O  11.500  9.485  12.267  -0.0145
C  10.629  10.120  11.587  -0.4997
O  10.324  11.370  11.818  -0.1652
C  9.890  9.316  10.531  -0.0494
C  10.253  8.007  10.345  0.0693
C  9.538  7.243  9.453  -0.1536
C  8.653  7.826  8.469  0.1079
C  8.444  9.184  8.641  -0.0550
C  8.950  9.943  9.735  -0.2909
O  8.490  11.134  9.900  -0.2255
N  7.384  9.682  7.745  -0.3048
O  7.345  10.840  7.360  0.0640
O  6.641  8.770  7.325  0.0227
N  9.707  5.847  9.437  -0.3477
O  10.370  5.422  10.384  0.0473
O  9.170  5.116  8.580  0.0251
H  10.912  7.393  10.900  0.1216
H  8.200  7.167  7.720  0.1287
S  6.225  13.552  10.653  0.5747
C  6.939  14.710  9.651  -1.1122
N  8.120  15.244  9.968  -0.0808
C  8.384  16.369  9.157  -0.2773
C  9.413  17.300  9.434  -0.0348
C  9.506  18.439  8.639  -0.0821
C  8.425  18.714  7.714  -0.1311
C  7.433  17.838  7.410  -0.1300
C  7.396  16.613  8.129  -0.4475
S  6.108  15.363  8.142  0.9487
H  10.113  17.159  10.267  0.0921
H  10.258  19.239  8.798  0.0984
H  8.436  19.692  7.227  0.0885
H  6.578  18.073  6.800  0.0936


3.
The following is a DFT calculation (ωB97M-V with the def2-TZVPD basis set) of C35H42AsBrCdIN8O as an isolated structure in a non-equilibrium geometry.

Calculated values
- Frontier orbital gap (spin up / spin down): 6.80 / 6.79 eV
- Net charge: +1
- ΔE to the lowest compared entry with this formula, charge and spin: 32.0 kcal per mole
- HOMO (spin up / spin down): -9.36 / -9.36 eV

Each line ends with the Löwdin charge.
CARTESIAN COORDINATES (ANGSTROEM)
Cd  -0.060  -0.050  0.257  1.3550
Br  -5.033  2.339  5.777  0.7206
C  -4.721  3.588  4.368  -0.6739
C  -5.786  4.085  3.631  -0.1153
C  -5.536  4.916  2.559  -0.0170
C  -4.220  5.219  2.188  -0.2928
C  -3.166  4.766  2.992  -0.0152
C  -3.417  3.963  4.082  -0.1290
N  -4.004  6.104  1.145  0.0761
N  -3.089  6.035  0.326  0.0785
C  -2.245  4.963  0.142  -0.2585
C  -0.900  5.247  -0.071  -0.0058
C  0.050  4.247  -0.131  -0.0021
C  -0.290  2.895  -0.014  -0.3963
O  0.600  1.959  0.034  -0.3145
C  -1.694  2.569  0.034  -0.1758
N  -2.043  1.264  0.000  0.0296
C  -3.317  0.941  -0.045  -0.1297
C  -4.342  1.892  -0.108  -0.0204
C  -4.014  3.222  -0.051  0.0155
C  -2.668  3.604  0.080  -0.0948
H  -6.800  3.828  3.900  0.1058
H  -6.352  5.318  1.980  0.1188
H  -2.152  5.069  2.772  0.1217
H  -2.608  3.622  4.709  0.0865
H  -0.602  6.283  -0.118  0.1200
H  1.093  4.501  -0.250  0.1135
H  -3.560  -0.112  -0.053  0.0807
H  -5.368  1.575  -0.214  0.1125
H  -4.780  3.977  -0.141  0.1211
I  -5.276  -3.554  2.075  0.8885
C  -4.072  -3.078  0.404  -0.6882
C  -4.461  -3.397  -0.888  -0.1121
C  -3.629  -3.017  -1.930  -0.0381
C  -2.456  -2.335  -1.645  -0.1531
N  -2.083  -2.038  -0.404  -0.0215
C  -2.870  -2.410  0.595  -0.2530
H  -5.389  -3.917  -1.073  0.1073
H  -3.901  -3.232  -2.948  0.1132
H  -1.789  -2.004  -2.431  0.1114
H  -2.536  -2.152  1.587  0.0618
C  -0.974  -0.869  3.385  -0.1624
C  -0.749  -0.804  4.916  -0.1428
N  0.195  0.254  5.224  -0.1608
C  1.472  -0.054  4.609  -0.1420
C  1.302  -0.138  3.073  -0.1949
N  -0.104  0.103  2.700  -0.2280
C  -0.463  1.452  3.174  -0.1516
C  -0.305  1.517  4.714  -0.1416
H  -2.011  -0.614  3.151  0.1133
H  -0.743  -1.865  2.995  0.1056
H  -0.349  -1.743  5.301  0.1225
H  -1.686  -0.602  5.438  0.1242
H  1.819  -1.003  5.022  0.1222
H  2.190  0.717  4.893  0.1255
H  1.599  -1.119  2.689  0.0894
H  1.901  0.629  2.570  0.0827
H  -1.494  1.667  2.876  0.1111
H  0.203  2.164  2.681  0.1149
H  -1.262  1.710  5.203  0.1088
H  0.399  2.300  5.004  0.1269
N  1.715  -2.956  0.439  -0.0919
N  0.718  -2.628  -0.535  -0.1308
H  2.233  -3.802  0.187  0.0852
H  1.240  -3.158  1.316  0.0646
H  0.082  -3.408  -0.723  0.0742
H  1.201  -2.409  -1.406  0.0456
C  3.365  1.657  -0.915  -0.3095
As  2.817  -0.069  -0.186  1.1010
C  3.625  -1.176  -1.603  -0.3064
C  4.241  -0.259  1.234  -0.3166
C  5.650  -0.220  0.744  -0.3271
C  6.347  -1.390  0.454  -0.0647
C  7.679  -1.348  0.078  -0.0756
C  8.334  -0.131  -0.030  -0.0815
C  7.647  1.042  0.235  -0.0718
C  6.320  0.995  0.628  -0.0638
H  4.406  1.641  -1.238  0.0261
H  3.226  2.428  -0.162  0.0221
H  2.725  1.902  -1.760  0.0286
H  4.649  -0.840  -1.769  0.0297
H  3.064  -1.062  -2.532  0.0269
H  3.650  -2.226  -1.320  0.0079
H  4.047  -1.193  1.767  0.0656
H  4.075  0.579  1.918  0.0674
H  5.846  -2.344  0.557  0.1100
H  8.215  -2.264  -0.122  0.1062
H  9.378  -0.099  -0.304  0.1058
H  8.149  1.996  0.149  0.1076
H  5.804  1.910  0.886  0.1105